*1*
The following is a DFT calculation (ωB97M-V/def2-TZVPD) of C15H23N3O3S as an isolated structure.

Geometry as XYZ:
```
45
Properties=species:S:1:pos:R:3
C -3.18 -3.38 1.59
H -4.00 -3.07 2.00
O -2.10 -2.28 1.49
C -2.49 -1.22 0.89
C -3.70 -1.08 0.10
C -3.97 0.28 -0.26
C -3.01 1.20 -0.06
C -1.75 1.05 0.31
C -1.59 -0.19 0.92
H -0.61 -0.50 1.56
N -0.82 2.24 0.51
C 0.43 2.07 0.83
N 1.29 0.68 0.54
C 2.63 0.82 1.23
C 3.63 1.16 0.02
N 3.44 0.44 -0.98
C 2.19 0.33 -1.54
H 2.03 -0.20 -2.39
C 1.20 0.18 -0.61
H 0.07 0.28 -0.85
H 1.15 -0.99 -0.38
H 1.81 1.63 -1.73
C 4.31 -0.58 -1.29
H 5.30 -0.34 -1.08
C 4.12 -1.77 -0.70
O 4.97 -1.90 0.71
H 4.69 -1.31 1.22
H 4.50 -2.66 -1.03
H 2.97 -2.12 -0.12
H 4.18 -1.03 -2.32
H 4.67 1.17 0.48
H 3.44 2.22 -0.17
H 2.72 1.40 2.11
H 2.72 -0.44 1.46
S 1.11 3.21 1.75
H -1.09 3.18 0.59
H -3.02 2.31 -0.83
O -5.12 0.56 -0.66
C -5.42 1.83 -1.49
H -6.52 1.83 -1.83
H -4.61 1.95 -2.15
H -5.52 2.67 -0.52
H -4.62 -1.65 0.19
H -2.85 -4.36 2.08
H -3.57 -3.64 0.41
```

Properties
Multiplicity   1
Charge   0
LUMO   0.47 eV

---

*2*
The following is a DFT calculation (ωB97M-V/def2-TZVPD) of a 4-piece molecular cluster, C15H23N3O3S overall.

Geometry as XYZ:
```
45
Properties=species:S:1:pos:R:3
S 5.18 -0.77 0.66
C 4.82 0.35 -0.45
N 4.32 1.22 -1.19
C 2.92 1.43 -0.80
C 2.53 2.63 0.05
C 1.12 2.74 0.42
C 0.05 1.77 -0.03
N -1.26 2.02 0.38
C -2.15 1.09 -0.09
C -1.73 -0.09 -0.91
N -0.46 -0.38 -1.34
C 0.41 0.60 -0.87
C 1.91 0.45 -1.23
H 3.31 3.36 0.37
H 0.83 3.60 1.08
H -3.23 1.22 0.19
H -2.54 -0.81 -1.22
H 2.31 -0.41 -1.83
C -1.54 -3.02 1.65
C -0.03 -2.93 1.74
O 0.56 -3.11 0.45
H -1.84 -3.99 1.25
H -2.00 -2.89 2.63
H -1.93 -2.26 0.97
H 0.36 -3.70 2.40
H 0.28 -1.95 2.13
H 0.21 -2.41 -0.12
C -0.83 0.46 -5.67
C 0.59 0.42 -5.15
O 0.70 1.16 -3.94
H -1.14 1.49 -5.85
H -0.92 -0.11 -6.60
H -1.52 0.04 -4.94
H 1.28 0.86 -5.88
H 0.91 -0.61 -4.96
H 0.10 0.77 -3.30
C -2.17 0.09 4.64
C -0.65 0.19 4.72
O -0.07 0.00 3.44
H -2.47 -0.88 4.24
H -2.62 0.23 5.62
H -2.56 0.85 3.96
H -0.26 -0.59 5.38
H -0.35 1.16 5.11
H -0.42 0.70 2.86
```

Properties
SMILES string   S=C=Nc1ccc2nccnc2c1.CCO.CCO.CCO
Multiplicity   1
Charge   0
LUMO   -1.08 eV

---

Relative energies, hartree: *1* 0.4234; *2* 0.0000.

---

*1*
The following is a DFT calculation (ωB97M-V/def2-TZVPD) of a 11-piece molecular cluster, C18H58O20 overall.

Geometry as XYZ:
```
96
Properties=species:S:1:pos:R:3
O 0.89 -1.62 -6.16
C 0.53 -1.41 -4.82
C 1.70 -1.77 -3.91
O 1.34 -1.63 -2.56
H 0.08 -1.45 -6.65
H 0.16 -0.33 -4.75
H -0.33 -2.04 -4.59
H 2.59 -1.11 -4.11
H 2.00 -2.82 -4.11
H 0.38 -1.72 -2.49
O -2.46 -2.07 2.87
C -3.23 -1.27 3.74
C -2.36 -0.17 4.34
O -1.79 0.64 3.28
H -3.13 -2.64 2.40
H -4.06 -0.66 3.25
H -3.82 -1.86 4.44
H -1.65 -0.69 4.94
H -2.92 0.58 4.90
H -1.27 -0.04 2.86
O -1.49 2.70 -2.29
C -2.80 3.24 -2.27
C -2.73 4.70 -2.80
O -3.96 5.40 -2.81
H -1.49 1.79 -2.27
H -3.35 2.68 -3.02
H -3.30 3.12 -1.33
H -2.25 4.83 -3.77
H -1.94 5.28 -2.15
H -3.80 6.27 -3.11
O 3.06 -3.17 3.07
C 3.52 -3.21 1.74
C 2.38 -2.88 0.75
O 2.89 -2.84 -0.55
H 2.25 -3.66 3.11
H 4.45 -2.70 1.53
H 3.88 -4.21 1.59
H 1.84 -1.90 0.95
H 1.69 -3.68 0.79
H 2.19 -2.56 -1.13
O 1.22 4.10 3.65
C 0.36 3.95 2.58
C 0.36 2.63 1.92
O -0.55 2.60 0.86
H 1.07 4.99 4.01
H -0.65 4.13 2.92
H 0.71 4.70 1.84
H 0.05 1.83 2.58
H 1.40 2.52 1.52
H -0.45 1.73 0.48
O -1.69 -0.10 -2.12
C -2.90 -0.33 -1.52
C -2.96 -0.09 -0.03
O -4.26 0.18 0.58
H -1.87 -0.10 -3.06
H -3.79 0.22 -1.87
H -3.05 -1.28 -1.87
H -2.40 0.77 0.32
H -2.61 -0.95 0.50
H -4.68 0.84 0.07
O 1.41 3.01 -2.97
C 1.68 1.65 -2.99
C 2.81 1.20 -2.03
O 2.57 1.62 -0.69
H 0.58 3.22 -3.42
H 0.76 1.30 -2.70
H 1.89 1.36 -4.02
H 3.73 1.53 -2.40
H 2.92 0.11 -2.03
H 2.03 0.88 -0.37
O -1.35 -4.67 1.21
C -0.91 -4.54 -0.09
C -1.16 -3.15 -0.61
O -0.87 -3.11 -1.96
H -2.24 -4.35 1.19
H 0.07 -4.89 -0.27
H -1.55 -5.21 -0.67
H -0.52 -2.45 -0.06
H -2.14 -2.80 -0.50
H -1.46 -3.72 -2.36
O 3.56 -0.54 3.27
C 3.16 0.40 2.26
C 3.84 1.76 2.55
O 4.08 1.97 3.94
H 3.13 -1.44 3.13
H 3.49 0.07 1.28
H 2.06 0.45 2.22
H 3.34 2.61 2.06
H 4.82 1.75 2.06
H 3.83 2.91 4.26
O -0.15 -1.20 2.35
H -1.01 -1.63 2.63
H 0.29 -1.05 3.19
O 0.35 0.14 0.03
H -0.33 -0.18 -0.53
H 0.33 -0.43 0.79
```

Properties
SMILES string   OCCO.OCCO.OCCO.OCCO.OCCO.OCCO.OCCO.OCCO.OCCO.O.O
Multiplicity   1
Charge   0
LUMO   -0.55 eV

---

*2*
The following is a DFT calculation (ωB97M-V/def2-TZVPD) of a 11-piece molecular cluster, C18H58O20 overall.

Geometry as XYZ:
```
96
Properties=species:S:1:pos:R:3
O -0.34 -4.46 -3.51
C 0.64 -4.20 -2.55
C 0.04 -3.11 -1.60
O 0.90 -2.47 -0.71
H -0.54 -3.76 -4.19
H 1.04 -5.07 -1.94
H 1.53 -3.80 -3.17
H -0.80 -3.51 -1.12
H -0.36 -2.30 -2.19
H 0.41 -1.63 -0.61
O -4.14 -0.75 -3.72
C -3.08 -1.50 -3.23
C -3.33 -1.42 -1.71
O -4.23 -2.44 -1.32
H -3.91 0.18 -3.69
H -3.15 -2.54 -3.65
H -2.14 -1.00 -3.54
H -3.62 -0.38 -1.40
H -2.31 -1.41 -1.21
H -3.80 -3.33 -1.42
O 1.12 2.34 -0.83
C 1.32 3.55 -0.15
C 0.83 4.73 -0.93
O 1.11 5.86 -0.11
H 1.54 2.44 -1.73
H 0.72 3.59 0.71
H 2.34 3.64 0.17
H -0.30 4.67 -1.05
H 1.18 4.88 -1.95
H 0.80 5.55 0.81
O -5.48 -2.37 2.71
C -4.11 -2.44 2.50
C -3.77 -1.20 1.89
O -2.33 -1.22 1.80
H -5.84 -3.16 2.40
H -3.69 -2.61 3.46
H -3.87 -3.33 1.96
H -4.07 -0.34 2.50
H -4.31 -0.96 1.00
H -2.00 -0.70 1.04
O -3.25 1.98 -0.33
C -3.20 2.44 0.99
C -1.75 2.79 1.13
O -1.68 3.22 2.52
H -2.76 2.53 -0.92
H -4.05 3.18 1.19
H -3.37 1.51 1.52
H -1.61 3.64 0.66
H -1.00 2.03 0.85
H -1.91 2.42 2.99
O 0.90 2.53 -3.64
C 1.28 1.31 -4.25
C 1.58 0.27 -3.14
O 1.92 -0.90 -3.81
H 0.82 3.13 -4.36
H 0.53 0.93 -5.00
H 2.26 1.48 -4.74
H 0.75 -0.03 -2.54
H 2.44 0.66 -2.61
H 2.62 -1.11 -3.18
O 1.77 -0.37 4.26
C 2.24 0.83 3.54
C 1.50 0.92 2.23
O 1.73 -0.18 1.43
H 0.91 -0.68 3.87
H 1.88 1.69 4.09
H 3.29 0.88 3.36
H 1.84 1.84 1.75
H 0.50 1.19 2.58
H 2.49 -0.70 1.75
O 3.97 0.26 -0.35
C 4.76 1.31 0.15
C 6.23 1.22 -0.31
O 6.84 2.37 0.33
H 3.13 0.50 0.04
H 4.21 2.23 -0.02
H 4.87 1.14 1.19
H 6.48 1.32 -1.31
H 6.77 0.30 -0.02
H 7.11 2.19 1.23
O 1.89 -3.25 3.58
C 0.65 -3.24 2.89
C -0.57 -3.20 3.91
O -0.56 -1.82 4.29
H 1.93 -4.13 4.03
H 0.67 -2.47 2.17
H 0.54 -4.01 2.18
H -0.45 -3.92 4.74
H -1.56 -3.30 3.30
H -1.50 -1.55 4.33
O -1.20 1.22 -2.44
H -1.97 1.39 -3.00
H -0.52 1.73 -2.86
O -0.39 -0.22 -0.05
H 0.37 -0.14 0.55
H -0.41 0.63 -0.49
```

Properties
SMILES string   OCCO.OCCO.OCCO.OCCO.OCCO.OCCO.OCCO.OCCO.OCCO.O.O
Multiplicity   1
Charge   0
LUMO   -0.23 eV

---

Relative energies, hartree: *1* 0.0000; *2* 0.0364.

---

*1*
The following is a DFT calculation (ωB97M-V/def2-TZVPD) of C2H8NS as an isolated structure.

Geometry as XYZ:
```
12
Properties=species:S:1:pos:R:3
C 1.03 0.69 -0.54
C 1.08 -0.79 -0.23
S 2.74 0.06 -0.32
N -2.17 0.09 0.25
H 0.52 1.24 0.28
H 0.71 1.27 -1.45
H 0.45 -0.95 0.75
H 0.61 -1.37 -1.02
H 2.59 -0.62 1.36
H -2.55 0.69 -0.48
H -2.66 -0.80 0.24
H -2.34 0.49 1.18
```

Properties
Multiplicity   1
Charge   +1
LUMO   -6.50 eV

---

*2*
The following is a DFT calculation (ωB97M-V/def2-TZVPD) of a 2-piece molecular cluster, C2H8NS overall.

Geometry as XYZ:
```
12
Properties=species:S:1:pos:R:3
C 1.96 -0.21 -0.37
S 0.89 -1.67 -0.26
H 1.64 0.45 -1.17
H 1.96 0.33 0.58
H 2.99 -0.49 -0.57
H 0.47 -1.64 -1.54
C -1.53 1.14 0.42
N -1.77 -0.06 0.69
H -2.31 1.89 0.54
H -0.53 1.40 0.08
H -1.06 -0.81 0.56
H -2.69 -0.33 1.02
```

Properties
Multiplicity   1
Charge   +1
LUMO   -5.37 eV

---

Relative energies, hartree: *1* 0.1257; *2* 0.0000.

---

*1*
The following is a DFT calculation (ωB97M-V/def2-TZVPD) of a 2-piece molecular cluster, C2H9NO2 overall.

Geometry as XYZ:
```
14
Properties=species:S:1:pos:R:3
N -1.25 -0.70 -0.48
C 0.15 -0.32 -0.59
C 0.25 1.09 -1.17
O 1.60 1.52 -1.09
H -1.81 -0.13 0.15
H -1.34 -1.68 -0.25
H 0.60 -0.97 -1.35
H 0.71 -0.45 0.33
H -0.40 1.71 -0.53
H -0.05 1.13 -2.21
H 1.90 1.87 -1.92
O 0.15 -1.29 3.11
H 0.23 -0.37 3.30
H -0.72 -1.42 2.70
```

Properties
SMILES string   NCCO.O
Multiplicity   1
Charge   0
LUMO   0.74 eV

---

*2*
The following is a DFT calculation (ωB97M-V/def2-TZVPD) of a 2-piece molecular cluster, C2H9NO2 overall.

Geometry as XYZ:
```
14
Properties=species:S:1:pos:R:3
N 0.46 -1.08 2.06
C 0.67 0.30 2.16
O 0.01 1.13 1.16
H 0.25 -1.27 1.07
H 1.25 -1.62 2.17
H 1.69 0.51 1.88
H 0.68 0.78 3.25
H -0.97 1.08 1.38
C -0.86 0.07 -2.82
O -0.38 -0.62 -1.75
H -0.86 -0.58 -3.79
H -0.15 0.86 -3.12
H -1.90 0.41 -2.53
H 0.09 0.02 -1.12
```

Properties
SMILES string   NCO.CO
Multiplicity   1
Charge   0
LUMO   0.81 eV

---

*3*
The following is a DFT calculation (ωB97M-V/def2-TZVPD) of a 2-piece molecular cluster, C2H9NO2 overall.

Geometry as XYZ:
```
14
Properties=species:S:1:pos:R:3
N -0.88 0.85 1.82
C -1.34 -0.29 0.94
O -1.69 -0.19 -0.51
H -1.38 1.69 1.50
H 0.09 1.10 1.69
H -2.38 -0.66 1.52
H -0.63 -1.07 1.01
H -0.98 0.19 -1.00
C 1.65 -0.52 -0.93
O 0.88 0.58 -1.33
H 1.24 -1.41 -1.43
H 1.55 -0.72 0.10
H 2.71 -0.47 -1.20
H 1.16 0.93 -2.17
```

Properties
SMILES string   NCO.CO
Multiplicity   1
Charge   0
LUMO   0.62 eV

---

Relative energies, hartree: *1* 0.0000; *2* 0.0449; *3* 0.0299.

---

*1*
The following is a DFT calculation (ωB97M-V/def2-TZVPD) of a 12-piece molecular cluster, C4H31NO13 overall.

Geometry as XYZ:
```
49
Properties=species:S:1:pos:R:3
C 0.09 2.29 -1.05
N -0.10 0.83 -0.90
C -0.81 0.34 0.24
C -0.57 0.25 -2.14
C -2.16 0.07 -2.25
O -3.05 0.85 -2.28
O -2.45 -1.22 -2.49
H 0.05 2.52 -2.07
H 0.99 2.55 -0.63
H -0.72 2.87 -0.52
H -1.79 0.73 0.18
H -0.68 -0.77 0.44
H -0.50 0.84 1.22
H -0.10 -0.81 -2.15
H -0.25 0.89 -3.01
H -3.31 -1.63 -2.47
O 3.43 -0.59 1.36
H 4.00 -0.28 2.01
H 3.50 0.08 0.72
O 0.84 -2.31 2.35
H 1.51 -1.63 2.38
H 1.14 -2.85 1.74
O -1.46 2.49 4.02
H -1.38 1.83 3.35
H -2.32 2.52 4.38
O -3.62 -0.53 0.35
H -3.68 -0.28 1.32
H -3.23 -1.45 0.31
O -2.39 -1.98 2.19
H -2.73 -2.62 2.70
H -1.53 -2.09 2.02
O -0.80 -2.86 -0.69
H -0.96 -2.70 -1.60
H 0.12 -2.72 -0.68
O 2.56 -3.00 0.41
H 3.01 -3.73 0.27
H 3.18 -2.44 0.89
O -2.16 3.20 -3.22
H -2.86 2.60 -2.92
H -2.52 4.00 -3.09
O 3.17 0.99 -0.68
H 3.34 1.96 -0.61
H 2.21 0.98 -0.90
O 2.42 1.99 1.96
H 2.66 2.20 2.86
H 2.37 0.96 1.86
O 2.55 -1.01 -2.03
H 1.76 -0.77 -1.42
H 3.23 -0.51 -1.72
```

Properties
SMILES string   CN(C)CC(=O)O.O.O.O.O.O.O.O.O.O.O.O
Multiplicity   1
Charge   0
LUMO   0.09 eV

---

*2*
The following is a DFT calculation (ωB97M-V/def2-TZVPD) of a 12-piece molecular cluster, C4H31NO13 overall.

Geometry as XYZ:
```
49
Properties=species:S:1:pos:R:3
C -2.13 -1.33 -1.67
C -0.90 -0.49 -1.48
C 0.17 -1.17 -0.56
O -0.46 -1.50 0.66
N -0.26 -0.19 -2.77
C 0.29 -1.07 -3.65
O 0.39 -2.27 -3.47
H -3.02 -0.73 -1.89
H -2.28 -1.91 -0.77
H -2.13 -1.99 -2.55
H -1.05 0.46 -0.97
H 0.80 -1.95 -1.00
H 0.90 -0.37 -0.37
H -0.35 -2.42 0.89
H -0.03 0.78 -2.91
H 0.75 -0.60 -4.52
O -1.77 -3.90 0.63
H -1.41 -4.57 0.04
H -2.64 -3.64 0.34
O 3.57 2.48 1.51
H 2.62 2.28 1.51
H 3.56 3.36 1.89
O -1.17 0.91 1.72
H -1.73 0.34 2.28
H -0.81 0.17 1.19
O 0.51 2.77 -2.59
H 1.39 2.83 -2.16
H 0.41 3.54 -3.14
O 2.15 -1.20 1.93
H 2.50 -1.06 2.81
H 1.99 -0.32 1.59
O -1.14 -1.45 3.36
H -1.46 -2.27 2.96
H -0.19 -1.67 3.47
O -1.07 3.07 -0.36
H -1.71 2.38 -0.27
H -0.58 2.96 -1.22
O 2.68 2.96 -1.04
H 3.37 2.72 -0.39
H 2.06 3.33 -0.38
O -0.37 -4.60 -1.84
H 0.44 -4.41 -1.40
H -0.50 -3.98 -2.56
O -0.79 1.84 4.46
H -0.92 1.84 3.50
H -1.40 1.15 4.70
O 0.95 3.13 1.48
H 0.19 3.20 0.83
H 0.57 2.58 2.16
```

Properties
SMILES string   C[C@@H](CO)NC=O.O.O.O.O.O.O.O.O.O.O.O
Multiplicity   1
Charge   0
LUMO   0.17 eV

---

Relative energies, hartree: *1* 0.1399; *2* 0.0000.

---

*1*
The following is a DFT calculation (ωB97M-V/def2-TZVPD) of one molecule with the formula C2H3O2P.

Geometry as XYZ:
```
8
Properties=species:S:1:pos:R:3
O -2.97 -1.22 -0.01
C -2.05 -0.64 -0.23
O -1.96 0.65 -0.57
C -0.88 0.02 0.22
P 0.45 0.05 -1.26
H -0.81 0.24 1.38
H 0.88 -1.30 -0.97
H -0.45 -0.62 -2.10
```

Properties
SMILES string   O=C1O[C@@H]1P
Multiplicity   1
Charge   0
LUMO   0.59 eV

---

*2*
The following is a DFT calculation (ωB97M-V/def2-TZVPD) of one molecule with the formula C2H3O2P.

Geometry as XYZ:
```
8
Properties=species:S:1:pos:R:3
C 0.30 -0.97 -1.27
C -0.29 -0.12 -0.39
O 0.11 0.45 0.77
P -0.51 1.50 2.02
O 0.62 1.72 2.93
H -0.29 -1.16 -2.17
H 1.21 -1.62 -1.08
H -1.15 0.19 -0.80
```

Properties
SMILES string   C=COP=O
Multiplicity   1
Charge   0
LUMO   -0.79 eV

---

Relative energies, hartree: *1* 0.1037; *2* 0.0000.